Computed, not measured: 10 unconnected molecules or ions with the total composition C5H27NO9 at a distorted geometry, with the ωB97M-V functional and the def2-TZVPD basis.

```
42
Properties=species:S:1:pos:R:3:nbo_charge:R:1
N 2.371 1.695 -0.653 -0.817
C 1.318 2.620 -0.216 -0.262
C -3.045 1.689 -0.782 -0.387
C -2.073 1.609 -1.684 -0.219
C -0.709 2.132 -1.455 -0.216
C -0.120 2.152 -0.254 -0.203
H 2.313 0.851 -0.095 0.348
H 2.246 1.410 -1.617 0.354
H 1.441 3.505 -0.839 0.200
H 1.631 2.925 0.784 0.188
H -4.044 1.277 -0.867 0.199
H -2.942 2.155 0.191 0.190
H -2.308 1.287 -2.692 0.217
H -0.109 2.412 -2.312 0.203
H -0.703 1.789 0.577 0.200
H 0.044 -2.412 -2.456 0.498
H -1.313 -2.652 -3.206 0.473
O -0.640 -2.002 -3.007 -0.975
H 2.682 -1.670 -2.318 0.493
H 2.068 -2.729 -1.544 0.478
O 1.878 -2.167 -2.311 -0.963
H -2.729 -0.850 2.303 0.494
H -2.608 -0.983 0.873 0.467
O -2.626 -1.567 1.638 -0.981
H 1.962 -1.007 -0.119 0.484
H 2.742 -2.163 0.766 0.498
O 2.742 -1.302 0.349 -0.981
H -0.907 -3.187 1.184 0.483
H -0.478 -1.796 1.073 0.481
O -0.119 -2.684 0.942 -0.969
H 0.618 -0.043 -3.238 0.465
H 0.836 -1.178 -4.180 0.489
O 0.998 -0.240 -4.095 -0.956
H 0.218 0.075 3.905 0.462
H -0.306 -1.257 4.346 0.490
O -0.528 -0.522 3.772 -0.947
H -3.500 1.410 3.040 0.487
H -2.040 0.880 3.118 0.498
O -2.858 0.845 2.607 -0.962
H 3.619 0.203 2.597 0.495
H 2.050 -0.110 3.033 0.467
O 2.927 -0.404 2.847 -0.961
```

Values from the calculation:
Energy ... -25538.637 eV
HOMO ... -8.76 eV
F_max ... 2.19 eV/A
Gap between HOMO and LUMO ... 8.63 eV
SMILES string ... C=C/C=C/CN.O.O.O.O.O.O.O.O.O